Entry w
C4H13N3 | ωB97M-V/def2-TZVPD

Bonds (Å) are listed after each position.
Cartesian coordinates (Å):
1 C 2.23620 -1.54046 0.03104  C2 1.734, H8 1.147, H9 1.027, H10 1.045
2 C 1.30253 -0.08202 -0.06359  C1 1.734, C3 1.461, N4 1.276
3 C 1.95994 1.20048 0.17852  C2 1.461, H11 1.077, H12 1.083, H13 1.121
4 N 0.04469 -0.19855 -0.24310  C2 1.276, C5 1.432, H14 0.982
5 C -0.90194 0.87393 -0.18107  N4 1.432, N6 1.538, H15 1.078, H16 1.210
6 N -2.32270 0.36348 -0.47297  C5 1.538, N7 1.448, H17 1.070, H18 1.074
7 N -2.60573 -0.82015 0.31246  N6 1.448, H19 1.037, H20 1.038
8 H 1.44277 -2.34025 -0.18190  C1 1.147
9 H 2.47815 -1.64102 1.02387  C1 1.027
10 H 3.13609 -1.54625 -0.49990  C1 1.045
11 H 2.63873 1.41954 -0.62870  C3 1.077
12 H 2.62203 1.20204 1.03523  C3 1.083
13 H 1.22434 2.02809 0.35496  C3 1.121
14 H -0.23800 -1.12381 -0.07337  N4 0.982
15 H -0.97813 1.35448 0.78075  C5 1.078
16 H -0.54631 1.64729 -1.04166  C5 1.210
17 H -3.14297 1.04283 -0.37043  N6 1.070
18 H -2.38031 0.10712 -1.51407  N6 1.074
19 H -3.56918 -1.19360 0.22588  N7 1.037
20 H -2.40020 -0.75316 1.32802  N7 1.038

Results
SMILES ... CC(C)=[NH+]C[NH2+]N
Net charge ... +2
Spin multiplicity ... 1
Orbital gap ... 11.654 eV

Here are the natural (NBO) charges for atoms 1 to 5, given in e: atom 1 (C): -0.575, atom 2 (C): 0.569, atom 3 (C): -0.757, atom 4 (N): -0.528, atom 5 (C): -0.074

Entry x
C4H13N3 | ωB97M-V/def2-TZVPD

Bonds (Å) are listed after each position.
Cartesian coordinates (Å):
1 C 0.67284 2.23479 0.64149  C2 1.529, H8 1.092, H9 1.096, H10 1.090
2 C 1.52214 1.08787 0.09235  C1 1.529, C3 1.536, H11 1.091, H12 1.090
3 C 1.06040 -0.32534 0.47779  C2 1.536, N4 1.452, H13 1.089, H14 1.095
4 N -0.21970 -0.64456 -0.12793  C3 1.452, N5 1.413, C6 1.581
5 N -1.30658 0.10714 0.37301  N4 1.413, H15 1.033, H16 1.092, H17 1.039
6 C -0.43395 -2.00178 -0.90931  N4 1.581, N7 1.277, H18 1.081
7 N -1.55356 -2.42591 -1.35275  C6 1.277, H19 1.023, H20 1.016
8 H 1.27755 3.14392 0.60660  C1 1.092
9 H -0.19537 2.49278 0.02410  C1 1.096
10 H 0.42390 2.10679 1.69544  C1 1.090
11 H 2.53266 1.18609 0.49064  C2 1.091
12 H 1.59907 1.16359 -0.99262  C2 1.090
13 H 1.80253 -1.04079 0.12710  C3 1.089
14 H 0.99425 -0.42016 1.56639  C3 1.095
15 H -2.10132 0.21772 -0.27716  N5 1.033
16 H -0.88817 1.10626 0.50886  N5 1.092
17 H -1.66033 -0.21939 1.29417  N5 1.039
18 H 0.51315 -2.48407 -1.10898  C6 1.081
19 H -1.57181 -3.27952 -1.91598  N7 1.023
20 H -2.46768 -2.00545 -1.21320  N7 1.016

Results
SMILES ... CCC/[N+]([NH3+])=C/N
Net charge ... +2
Spin multiplicity ... 1
Orbital gap ... 10.090 eV

Here are the natural (NBO) charges for atoms 1 to 5, given in e: atom 1 (C): -0.684, atom 2 (C): -0.426, atom 3 (C): -0.251, atom 4 (N): -0.246, atom 5 (N): -0.561

Entry y
C4H13N3 | ωB97M-V/def2-TZVPD

Bonds (Å) are listed after each position.
Cartesian coordinates (Å):
1 N 1.19851 -2.80313 0.34809  C2 1.331, H8 1.001, H9 1.006
2 C 0.26171 -1.86572 0.47433  N1 1.331, C3 1.365, H10 1.101
3 C -0.29750 -0.90538 -0.31899  C2 1.365, N4 1.519, C5 1.504
4 N -0.69706 -0.99569 -1.78169  C3 1.519, H11 1.027, H12 1.026, H13 1.028
5 C -0.78108 0.39883 0.25351  C3 1.504, C6 1.569, H14 1.103, H15 1.088
6 C 0.09923 1.65834 -0.06175  C5 1.569, N7 1.524, H16 1.088, H17 1.087
7 N 0.31568 2.65903 1.06763  C6 1.524, H18 1.020, H19 1.025, H20 1.028
8 H 1.31967 -3.48025 1.07565  N1 1.001
9 H 1.95436 -2.69528 -0.30684  N1 1.006
10 H -0.34918 -1.94119 1.38702  C2 1.101
11 H -1.71935 -0.97387 -1.87300  N4 1.027
12 H -0.42545 -1.89418 -2.19569  N4 1.026
13 H -0.40655 -0.29091 -2.47064  N4 1.028
14 H -0.55737 0.25399 1.32417  C5 1.103
15 H -1.79958 0.77752 0.19527  C5 1.088
16 H 1.06009 1.15371 -0.13284  C6 1.088
17 H -0.19819 2.16746 -0.97512  C6 1.087
18 H 1.03821 2.32331 1.70446  N7 1.020
19 H 0.53157 3.59060 0.69971  N7 1.025
20 H -0.54774 2.86281 1.58671  N7 1.028

Results
SMILES ... N/C=C(\[NH3+])CC[NH3+]
Net charge ... +2
Spin multiplicity ... 1
Orbital gap ... 9.298 eV

Here are the natural (NBO) charges for atoms 1 to 5, given in e: atom 1 (N): -0.716, atom 2 (C): 0.106, atom 3 (C): -0.092, atom 4 (N): -0.684, atom 5 (C): -0.454

Of them, the most stable is entry y and the least stable is entry w.

Entry w
C4H13N3 | ωB97M-V/def2-TZVPD

Bonds (Å) are listed after each position.
Cartesian coordinates (Å):
1 C -0.57494 -1.05440 1.64239  N2 1.480, H8 0.996, H9 1.021, H10 1.174
2 N 0.08486 -0.50157 0.43852  C1 1.480, C3 1.443, N4 1.343
3 C 1.50347 -0.67227 0.23406  N2 1.443, H11 1.198, H12 1.020, H13 1.066
4 N -0.56058 0.52861 -0.13126  N2 1.343, C5 1.483, C6 1.302
5 C -1.64017 1.36534 0.44527  N4 1.483, H14 0.997, H15 1.082, H16 1.099
6 C -0.21367 0.86966 -1.33923  N4 1.302, N7 1.452, H17 1.165
7 N 0.83126 0.14980 -2.04458  C6 1.452, H18 1.023, H19 0.998, H20 1.002
8 H -1.24201 -1.69539 1.27435  C1 0.996
9 H 0.10781 -1.61318 2.15632  C1 1.021
10 H -1.00514 -0.21194 2.33838  C1 1.174
11 H 2.09714 -0.86634 1.25668  C3 1.198
12 H 1.69965 -1.55289 -0.24143  C3 1.020
13 H 2.10358 0.16048 -0.05249  C3 1.066
14 H -2.10086 1.82532 -0.31027  C5 0.997
15 H -1.26762 1.92325 1.29405  C5 1.082
16 H -2.38163 0.61594 0.75444  C5 1.099
17 H -0.74590 1.66508 -2.00328  C6 1.165
18 H 1.43361 0.81856 -2.53072  N7 1.023
19 H 0.62747 -0.26487 -2.92931  N7 0.998
20 H 1.20373 -0.66066 -1.58733  N7 1.002

Results
SMILES ... CN(C)/[N+](C)=C\[NH3+]
Net charge ... +2
Spin multiplicity ... 1
Orbital gap (spin up / spin down) ... 9.166 / 9.165 eV

Here are the natural (NBO) charges for atoms 1 to 5, given in e: atom 1 (C): -0.404, atom 2 (N): -0.190, atom 3 (C): -0.527, atom 4 (N): 0.007, atom 5 (C): -0.401

Entry x
C4H13N3 | ωB97M-V/def2-TZVPD

Bonds (Å) are listed after each position.
Cartesian coordinates (Å):
1 N -0.81928 3.79298 -0.20072  C2 1.304, H8 1.016, H9 1.013
2 C -0.06111 2.75142 -0.40145  N1 1.304, N3 1.317, H10 1.092
3 N -0.44007 1.52490 -0.69699  C2 1.317, C4 1.476, H11 1.014
4 C 0.44140 0.35383 -0.52506  N3 1.476, C5 1.531, H12 1.090, H13 1.082
5 C -0.33651 -0.84066 0.03340  C4 1.531, C6 1.540, H14 1.091, H15 1.088
6 C 0.50263 -2.12570 -0.09742  C5 1.540, N7 1.530, H16 1.085, H17 1.083
7 N 0.37026 -3.00360 1.14904  C6 1.530, H18 1.022, H19 1.025, H20 1.027
8 H -0.40352 4.65590 0.13676  N1 1.016
9 H -1.77823 3.93945 -0.49405  N1 1.013
10 H 1.01594 2.92338 -0.44361  C2 1.092
11 H -1.42350 1.34174 -0.86101  N3 1.014
12 H 0.79699 0.07531 -1.51725  C4 1.090
13 H 1.25087 0.58990 0.15262  C4 1.082
14 H -0.67638 -0.69535 1.06010  C5 1.091
15 H -1.24605 -1.00208 -0.54147  C5 1.088
16 H 0.22993 -2.76329 -0.93182  C6 1.085
17 H 1.55688 -1.88289 -0.15634  C6 1.083
18 H -0.60758 -3.07164 1.43820  N7 1.022
19 H 0.73024 -3.94300 0.95375  N7 1.025
20 H 0.89707 -2.62060 1.94330  N7 1.027

Results
SMILES ... N/C=[NH+]/CCC[NH3+]
Net charge ... +2
Spin multiplicity ... 1
Orbital gap ... 11.764 eV

Here are the natural (NBO) charges for atoms 1 to 5, given in e: atom 1 (N): -0.696, atom 2 (C): 0.409, atom 3 (N): -0.518, atom 4 (C): -0.214, atom 5 (C): -0.442

Of them, the most stable is entry x and the least stable is entry w.

Entry w
C4H16N2O2 | ωB97M-V/def2-TZVPD

Bonds (Å) are listed after each position.
Cartesian coordinates (Å):
1 N -1.52843 -1.61744 -0.69929  C2 1.487, H7 1.001, H8 1.005
2 C -2.16712 -0.86728 0.41454  N1 1.487, C3 1.529, H9 1.081, H10 1.085
3 C -1.26293 0.13677 1.13053  C2 1.529, C4 1.523, H11 1.102, H12 1.093
4 C 0.24019 -0.10887 1.15718  C3 1.523, C5 1.525, H13 1.083, H14 1.093
5 C 0.98311 1.17483 1.51399  C4 1.525, N6 1.461, H15 1.095, H16 1.083
6 N 2.39046 1.03009 1.87912  C5 1.461, H17 1.012, H18 1.013
7 H -1.37141 -2.58414 -0.49424  N1 1.001
8 H -0.78840 -1.16851 -1.21033  N1 1.005
9 H -2.61963 -1.59398 1.07392  C2 1.081
10 H -2.98788 -0.37904 -0.10044  C2 1.085
11 H -1.43414 1.13762 0.70251  C3 1.102
12 H -1.55752 0.34951 2.16139  C3 1.093
13 H 0.61865 -0.47199 0.20936  C4 1.083
14 H 0.53405 -0.86619 1.88799  C4 1.093
15 H 1.00140 1.70500 0.55637  C5 1.095
16 H 0.52976 1.90633 2.17184  C5 1.083
17 H 2.47050 0.56516 2.77449  N6 1.012
18 H 2.85817 0.43102 1.20889  N6 1.013
19 O -0.52847 1.04372 -2.30084  H20 0.968, H21 0.966
20 H -0.49058 1.95872 -2.61506  O19 0.968
21 H -1.43087 1.00640 -1.95703  O19 0.966
22 O 1.98498 -0.92637 -3.43624  H23 0.958, H24 0.956
23 H 1.65707 -0.65552 -2.57758  O22 0.958
24 H 2.89904 -1.20585 -3.45107  O22 0.956

Results
SMILES ... NCCCCN.O.O
Spin multiplicity ... 1
Orbital gap ... 9.503 eV

Here are the natural (NBO) charges for atoms 1 to 5, given in e: atom 1 (N): -0.873, atom 2 (C): -0.218, atom 3 (C): -0.422, atom 4 (C): -0.410, atom 5 (C): -0.222

Entry x
C4H16N2O2 | ωB97M-V/def2-TZVPD

Bonds (Å) are listed after each position.
Cartesian coordinates (Å):
1 N 0.51613 2.35333 -0.42287  C2 1.440, H7 0.985, H8 1.016
2 C 1.18212 1.42101 0.45003  N1 1.440, C3 1.513, H9 1.098, H10 1.100
3 C 0.43094 0.20259 0.94033  C2 1.513, C4 1.548, H11 1.094, H12 1.085
4 C -0.70675 0.59579 1.91287  C3 1.548, C5 1.522, H13 1.095, H14 1.086
5 C -1.50483 -0.54067 2.53553  C4 1.522, N6 1.469, H15 1.101, H16 1.075
6 N -0.88756 -1.86363 2.37392  C5 1.469, H17 1.013, H18 1.013
7 H 0.22610 1.97925 -1.28637  N1 0.985
8 H -0.37612 2.63371 -0.02512  N1 1.016
9 H 2.18671 1.16710 0.08777  C2 1.098
10 H 1.63336 2.02528 1.25096  C2 1.100
11 H -0.03257 -0.27189 0.07067  C3 1.094
12 H 1.09642 -0.47671 1.46283  C3 1.085
13 H -1.34463 1.26870 1.33020  C4 1.095
14 H -0.25830 1.24489 2.65865  C4 1.086
15 H -1.65442 -0.29754 3.59847  C5 1.101
16 H -2.51809 -0.57472 2.17945  C5 1.075
17 H -0.13644 -2.00531 3.03818  N6 1.013
18 H -1.59615 -2.56058 2.57007  N6 1.013
19 O 3.21520 -2.01436 -6.09976  H20 0.952, H21 0.955
20 H 2.61054 -1.45524 -5.62309  O19 0.952
21 H 3.01365 -2.94813 -6.08354  O19 0.955
22 O -2.04480 0.18032 -2.25127  H23 0.959, H24 0.958
23 H -1.41469 0.46437 -2.91637  O22 0.959
24 H -1.63582 -0.52754 -1.75153  O22 0.958

Results
SMILES ... NCCCCN.O.O
Spin multiplicity ... 1
Orbital gap ... 9.696 eV

Here are the natural (NBO) charges for atoms 1 to 5, given in e: atom 1 (N): -0.822, atom 2 (C): -0.238, atom 3 (C): -0.398, atom 4 (C): -0.412, atom 5 (C): -0.221

Of them, the most stable is entry w and the least stable is entry x.